{"formula": "C11H10ClN2", "method": "ωB97M-V/def2-TZVPD", "orbital_gap_ev": [6.07, 6.07], "multiplicity": 1, "homo_ev": [-13.72, -13.72], "charge": 1, "symbols": ["C", "C", "C", "C", "C", "C", "C", "C", "C", "C", "C", "N", "N", "Cl", "H", "H", "H", "H", "H", "H", "H", "H", "H", "H"], "positions_angstrom": [[1.129165, -0.895475, -3.268721], [0.970331, -1.825216, -2.280372], [1.277428, 0.522884, -3.127362], [0.732725, -1.442915, -0.934727], [1.182772, 0.874089, -1.788600], [0.800412, -0.067711, -0.755974], [1.051477, 2.054516, -0.058606], [-2.504944, 1.396018, 1.847864], [-1.157446, 1.467422, 1.932746], [1.034502, 0.144543, 1.764952], [-0.388656, 0.312399, 1.414458], [1.312945, 2.151498, -1.250672], [0.727695, 0.734869, 0.441400], [1.748894, 3.398270, 2.419582], [1.106468, -1.321970, -4.246498], [0.749678, -2.862672, -2.680447], [1.542206, 1.184292, -3.876379], [0.787573, -2.073326, -0.010350], [-3.049224, 2.320060, 2.244858], [-2.988346, 0.622234, 1.381562], [-0.705982, 2.401954, 2.436609], [1.390925, 0.964430, 2.429988], [1.423186, -0.855961, 1.595844], [-1.039042, -0.482630, 1.035353]], "forces_ev_per_angstrom": [[0.2, 1.5, -1.2], [-1.8, -1.4, 0.4], [-0.3, -3.1, 3.2], [1.2, 0.9, 0.8], [-1.3, -1.9, -0.8], [1.4, 0.3, -2.0], [0.7, 0.5, 1.6], [2.0, 4.0, 1.7], [-1.4, 0.9, 0.9], [-0.7, 0.5, 0.2], [-0.6, 1.6, 1.0], [0.0, 1.5, 2.1], [0.0, -0.4, -0.9], [-0.6, -1.1, -2.4], [0.3, 0.1, -0.7], [0.7, 1.2, 1.1], [0.3, 1.1, -1.5], [-0.7, 0.1, -1.4], [0.4, -1.8, -0.7], [-1.4, -1.8, -0.9], [-0.3, -2.0, -1.0], [0.3, -1.2, -0.2], [0.6, 0.4, 0.7], [0.7, 0.1, -0.1]], "nbo_charge": [-0.174, -0.183, -0.138, -0.209, 0.092, 0.102, 0.697, -0.269, -0.302, -0.201, -0.014, -0.354, -0.349, -0.234, 0.239, 0.259, 0.256, 0.242, 0.240, 0.198, 0.277, 0.304, 0.255, 0.266]}